No. 1
A molecular structure, C13H17INO6RuSSe2. Source: the Open Molecules 2025 dataset; level of theory: ωB97M-V with the def2-TZVPD basis set.

Results
Maximum force: 0.0134 Eh/bohr
ΔE to the lowest compared entry with this formula, charge and spin: 2.2 kcal/mol
Lowest unoccupied orbital energy (alpha / beta): 3.74 / 3.74 eV

The geometry in ORCA input format:
```
! wB97M-V def2-TZVPD RIJCOSX def2/J DEFGRID3
* xyz -2 2
Ru 0.95 -0.83 0.59
O -1.21 -1.36 -3.41
C -0.59 -1.37 -2.20
O 0.55 -1.00 -2.08
C -1.44 -1.92 -1.09
C -2.76 -2.30 -1.28
C -3.52 -2.41 -0.08
C -2.92 -2.46 1.14
C -1.43 -2.66 1.16
N -0.81 -1.92 0.08
C -0.80 -2.10 2.44
O -1.22 -2.63 3.60
O -0.05 -1.15 2.47
H -0.56 -0.96 -4.00
H -3.23 -2.25 -2.25
H -4.60 -2.35 -0.13
H -3.49 -2.40 2.06
H -1.77 -3.41 3.42
O 0.84 2.47 -2.46
C 1.90 2.17 -1.55
C 1.78 2.95 -0.23
C 2.13 4.41 -0.55
O 2.01 5.31 0.56
C 0.32 2.92 0.26
Se -0.62 1.20 0.26
C 2.73 2.42 0.85
Se 3.09 0.48 1.05
H 0.09 1.96 -2.10
H 2.84 2.42 -2.05
H 1.92 1.11 -1.33
H 1.48 4.75 -1.37
H 3.17 4.47 -0.88
H 1.23 5.02 1.05
H -0.27 3.58 -0.39
H 0.27 3.32 1.27
H 2.39 2.80 1.82
H 3.72 2.85 0.68
S 2.14 -2.74 0.68
I -2.04 -5.63 2.10
C -1.00 -4.14 0.91
H -1.30 -4.36 -0.11
H 0.07 -4.26 1.07
*
```

***

No. 2
C3H7N3 in the gas phase at a distorted geometry. Source: the Open Molecules 2025 dataset; level of theory: ωB97M-V with the def2-TZVPD basis set.

Results
Maximum force: 0.0567 Eh/bohr
SMILES string: N[C@H]1C=NNC1
ΔE to the lowest compared entry with this formula, charge and spin: 38.6 kcal/mol
Lowest unoccupied orbital energy: 0.95 eV

The geometry in ORCA input format:
```
! wB97M-V def2-TZVPD RIJCOSX def2/J DEFGRID3
* xyz 0 1
N -1.67 0.14 0.50
C -0.23 0.04 0.79
C 0.18 -1.39 0.45
N 0.84 -1.44 -0.67
N 0.78 -0.18 -1.30
C 0.59 0.81 -0.31
H -1.95 1.07 0.54
H -1.65 0.04 -0.57
H 0.07 0.39 1.75
H -0.06 -2.28 1.10
H 1.63 -0.08 -1.82
H 1.48 1.17 0.10
H -0.02 1.71 -0.56
*
```

***

No. 3
C24H28N4O5S in the gas phase at a distorted geometry. Source: the Open Molecules 2025 dataset; level of theory: ωB97M-V with the def2-TZVPD basis set.

Results
Maximum force: 0.0197 Eh/bohr
SMILES string: CCn1c(SCC(=O)Nc2ccc(OC)cc2OC)nc2nc3c(cc2c1=O)COC(C)(C)C3
ΔE to the lowest compared entry with this formula, charge and spin: 29.6 kcal/mol
Lowest unoccupied orbital energy: 0.24 eV

The geometry in ORCA input format:
```
! wB97M-V def2-TZVPD RIJCOSX def2/J DEFGRID3
* xyz 0 1
C -6.61 -0.52 -0.28
C -5.44 -0.77 -1.22
N -4.20 -0.25 -0.69
C -3.45 -0.96 0.19
S -3.99 -2.56 0.63
C -2.54 -3.11 1.58
C -1.35 -3.34 0.64
O -1.38 -4.23 -0.18
N -0.33 -2.49 0.86
C 0.91 -2.48 0.21
C 1.15 -3.11 -1.00
C 2.41 -3.07 -1.59
C 3.44 -2.39 -0.96
O 4.72 -2.29 -1.44
C 5.03 -2.93 -2.65
C 3.21 -1.76 0.26
C 1.97 -1.80 0.85
O 1.66 -1.23 2.05
C 2.69 -0.61 2.78
N -2.36 -0.55 0.75
C -1.88 0.68 0.42
N -0.74 1.05 1.00
C -0.25 2.23 0.70
C -0.84 3.11 -0.22
C -2.01 2.74 -0.84
C -2.57 1.50 -0.50
C -3.82 1.04 -1.09
O -4.50 1.68 -1.86
C -0.07 4.37 -0.47
O 1.30 4.12 -0.69
C 1.97 3.23 0.23
C 3.12 4.02 0.87
C 2.51 2.06 -0.59
C 1.02 2.70 1.32
H -7.52 -0.92 -0.72
H -6.44 -1.01 0.68
H -6.74 0.55 -0.12
H -5.32 -1.84 -1.41
H -5.62 -0.26 -2.17
H -2.85 -4.07 2.01
H -2.35 -2.38 2.36
H -0.44 -1.74 1.53
H 0.35 -3.64 -1.48
H 2.55 -3.57 -2.53
H 6.09 -2.73 -2.82
H 4.88 -4.01 -2.58
H 4.45 -2.53 -3.48
H 4.05 -1.26 0.72
H 2.23 -0.23 3.69
H 3.14 0.22 2.23
H 3.48 -1.32 3.04
H -2.52 3.37 -1.56
H -0.20 5.06 0.38
H -0.42 4.88 -1.38
H 3.80 4.36 0.10
H 2.73 4.89 1.40
H 3.66 3.39 1.57
H 3.18 1.45 0.00
H 3.06 2.45 -1.45
H 1.70 1.43 -0.95
H 1.49 1.88 1.87
H 0.79 3.50 2.02
*
```

***

E_tot: -179743.346 -7693.006 -52376.974 (eV)